This record from OMol25 describes a 9-piece molecular cluster, C4H21O12 overall in a non-equilibrium geometry. The level of theory is ωB97M-V with the def2-TZVPD basis set.

The geometry in XYZ format:
```
37
Properties=species:S:1:pos:R:3:forces:R:3:lowdin_charge:R:1
O 0.859 -0.869 -0.414 -0.5 1.1 1.3 0.0457
C 1.424 -0.044 0.317 -0.2 -2.7 -1.3 -0.5149
O 2.639 0.301 0.025 2.4 0.1 -1.2 0.1380
C 0.848 0.453 1.621 -0.4 0.0 -0.1 -0.0557
C -0.011 1.722 1.360 -1.0 -3.0 -2.4 0.0171
C -1.486 1.249 0.887 1.5 -2.9 1.6 -0.4182
O -1.910 0.232 1.483 -0.4 2.9 -2.3 0.0536
O -1.939 1.717 -0.216 0.4 -0.6 1.0 0.1979
H 3.049 -0.236 -0.771 -1.3 1.2 1.5 0.1784
H 0.302 -0.448 2.019 0.2 1.4 -0.4 0.1286
H 1.580 0.706 2.408 0.0 -0.1 -0.7 0.1317
H -0.097 2.332 2.138 -1.1 1.8 4.3 0.0805
H 0.420 2.454 0.750 0.9 0.5 -2.1 0.1120
H -2.719 3.793 0.334 -0.1 -1.5 5.1 -0.0514
H -2.630 3.194 -1.043 -0.4 2.0 1.0 0.0540
O -2.727 4.035 -0.515 0.1 0.6 -6.3 0.0011
H -2.238 0.385 -2.084 0.8 -1.8 -1.1 0.0929
H -1.289 -0.136 -1.162 0.4 -1.5 -1.8 0.0427
O -1.588 -0.397 -2.097 -1.4 3.3 2.5 -0.0856
H 3.574 -1.177 -3.531 -0.1 -2.8 -1.8 -0.0184
H 2.578 -0.203 -2.891 1.6 -0.5 -0.7 0.0024
O 3.557 -0.446 -2.990 -1.4 3.3 2.7 -0.0606
H -0.128 -0.299 4.070 -1.0 -0.6 -0.2 -0.0419
H 0.906 -0.727 5.111 -0.2 0.8 -0.7 0.0694
O 0.725 -0.061 4.411 1.5 -0.2 1.3 -0.0756
H 0.028 0.041 -3.034 0.5 0.1 0.3 0.0308
H 0.921 1.246 -2.450 0.1 -3.2 -2.0 0.1394
O 0.966 0.335 -2.992 -0.7 3.4 1.5 -0.1095
H 0.850 -3.361 -2.706 2.1 1.3 -0.2 0.0807
H 1.322 -1.940 -2.321 0.7 -1.2 -0.5 0.0008
O 1.685 -2.770 -2.746 -2.9 -0.2 0.8 -0.1153
H -0.615 -2.618 -0.494 0.7 0.8 0.6 0.0134
H -1.922 -2.260 -1.075 -8.4 9.7 -1.2 -0.1401
O -1.370 -2.853 -0.998 7.8 -10.9 0.6 0.0662
H -2.030 -0.432 2.976 0.6 0.1 1.3 0.0202
H -1.878 -1.823 3.007 0.5 -0.5 0.8 0.0697
O -1.657 -1.094 3.614 -1.2 -0.1 -1.4 -0.0800
```
Positions in Å, forces in eV/Å.

DFT total energy   -1067.72902 Eh
Energy above the lowest of the compared OMol25 structures with the same formula, charge and spin   284.15 kJ/mol
Multiplicity   2
HOMO energy (spin up / spin down)   -10.8 / -10.8 eV
Expectation value of S²   0.755
Lowest unoccupied orbital energy (spin up / spin down)   -0.51 / -5.54 eV
Gap between HOMO and LUMO (spin up / spin down)   10.3 / 5.3 eV